23
Properties=species:S:1:pos:R:3:lowdin_charge:R:1 method="wB97M-V/def2-TZVPD" homo_lumo_gap_ev="5.30 / 4.98" homo_energy_ev="-7.223 / -7.058" e_lumo_ha="-0.071 / -0.076" total_charge=0 multiplicity=1 e_above_lowest_ev=6.3806
O 1.49 -1.31 2.17 0.175
N 2.62 -1.09 0.13 0.073
N 2.72 -0.55 -1.03 0.091
C -2.98 -1.27 -0.10 -0.073
C -2.06 -1.37 -1.17 -0.077
C -1.20 -0.02 1.05 -0.075
C 0.86 0.76 -0.08 -0.312
C 1.89 -0.92 1.12 -0.282
C 1.22 1.95 0.64 -0.090
C -2.44 -0.57 1.01 -0.121
C -0.34 0.00 -0.04 -0.244
C -0.80 -0.74 -1.13 -0.040
C 1.84 0.58 -1.20 -0.215
H -2.30 -1.87 -2.17 0.120
H 0.89 2.86 -0.01 0.132
H -0.13 -0.69 -2.00 0.084
H 2.44 1.52 -1.46 0.147
H -3.11 -0.29 1.88 0.118
H 2.33 2.01 0.88 0.115
H 1.28 0.31 -2.26 0.160
H 0.73 2.02 1.59 0.064
H -3.87 -1.86 0.10 0.098
H -1.08 0.53 2.09 0.154


23
Properties=species:S:1:pos:R:3:lowdin_charge:R:1 method="wB97M-V/def2-TZVPD" homo_lumo_gap_ev=8.85 homo_energy_ev=-8.055 e_lumo_ha=0.029 total_charge=0 multiplicity=1 smiles=Cc1noc(N)c1-c1ccccc1 e_above_lowest_ev=1.8227
O -2.78 -0.77 0.09 0.000
N -1.31 -2.46 -0.15 0.138
N -2.90 0.59 0.11 0.087
C -0.68 0.03 -0.09 -0.057
C 1.46 -1.19 0.14 -0.044
C -1.49 2.61 0.05 -0.027
C 1.50 1.18 -0.16 -0.068
C 3.53 0.00 0.06 -0.088
C 2.83 -1.18 0.24 -0.104
C 0.78 0.02 -0.01 -0.181
C 2.85 1.23 -0.13 -0.076
C -1.70 1.07 0.02 -0.265
C -1.47 -1.10 -0.07 -0.318
H 0.90 -2.17 0.35 0.125
H 0.86 2.08 -0.34 0.101
H 3.39 -2.12 0.25 0.109
H -2.25 -2.82 -0.17 0.103
H 4.61 0.02 -0.07 0.098
H -0.78 3.07 -0.66 0.066
H -0.70 -2.90 -0.85 0.111
H -0.99 2.76 1.04 0.092
H 3.39 2.17 -0.42 0.120
H -2.43 3.17 0.00 0.078


23
Properties=species:S:1:pos:R:3:lowdin_charge:R:1 method="wB97M-V/def2-TZVPD" homo_lumo_gap_ev=8.68 homo_energy_ev=-8.020 e_lumo_ha=0.024 total_charge=0 multiplicity=1 smiles="OCNc1ccccc1/C=C1C=N/1" e_above_lowest_ev=3.3746
O -2.81 -2.63 -0.24 -0.042
N 3.87 -0.48 -0.36 0.194
N -1.52 -0.87 0.62 -0.001
C 2.62 -1.05 0.13 -0.229
C -2.24 -1.40 -0.54 -0.309
C 0.58 0.33 0.19 -0.163
C 0.52 2.71 -0.24 -0.087
C -0.85 2.72 -0.06 -0.091
C -0.81 0.34 0.35 -0.238
C 3.85 -1.70 0.02 -0.020
C 1.34 -0.90 0.38 -0.040
C -1.51 1.54 0.23 -0.035
C 1.23 1.53 -0.11 -0.029
H -2.58 1.54 0.37 0.111
H 4.48 -2.56 0.12 0.106
H -1.51 -1.48 -1.36 0.132
H -1.40 3.65 -0.15 0.099
H -3.07 -0.76 -0.86 0.124
H -2.12 -3.21 0.11 0.089
H -2.19 -0.72 1.36 0.126
H 1.05 3.63 -0.48 0.102
H 2.30 1.52 -0.24 0.098
H 0.78 -1.75 0.76 0.101


24
Properties=species:S:1:pos:R:3:lowdin_charge:R:1 method="wB97M-V/def2-TZVPD" homo_lumo_gap_ev="8.44 / 5.08" homo_energy_ev="-9.049 / -6.982" e_lumo_ha="-0.022 / -0.070" total_charge=0 multiplicity=1 e_above_lowest_ev=6.5087
O 2.08 -0.72 1.85 0.132
O 0.45 2.61 -4.55 0.016
N 1.13 2.19 -2.39 0.058
N 1.40 2.58 -1.24 0.014
C -0.11 -0.96 0.95 -0.126
C 1.26 -0.44 0.84 -0.270
C 1.75 0.32 -0.25 -0.090
C 1.55 1.91 -0.18 -0.056
C -1.84 -2.31 1.90 -0.099
C -0.58 -1.77 1.99 -0.051
C -2.36 -1.02 0.01 -0.112
C -1.09 -0.46 0.00 0.013
C 0.66 2.94 -3.40 -0.377
C -2.79 -1.93 0.92 -0.081
H 0.75 3.98 -3.09 0.116
H -0.04 -2.27 2.82 0.119
H 1.97 2.29 0.72 0.103
H 1.71 -1.35 2.37 0.041
H 2.78 0.23 -0.18 0.107
H -3.03 -0.83 -0.75 0.081
H -3.78 -2.50 0.98 0.130
H -1.02 0.26 -0.82 0.117
H 1.38 0.14 -1.24 0.108
H -2.24 -2.89 2.75 0.109


24
Properties=species:S:1:pos:R:3:lowdin_charge:R:1 method="wB97M-V/def2-TZVPD" homo_lumo_gap_ev=9.80 homo_energy_ev=-9.358 e_lumo_ha=0.016 total_charge=0 multiplicity=1 e_above_lowest_ev=4.6278
O 0.78 0.75 3.95 -0.009
O -1.81 -0.95 0.78 0.054
N 0.40 -0.38 0.19 0.098
N -0.31 0.06 2.10 0.166
C -1.26 -1.05 -1.66 -0.127
C 1.60 0.27 0.51 -0.046
C -0.66 -0.55 1.00 -0.530
C 0.86 -0.41 -2.55 -0.128
C 1.97 0.81 1.73 0.020
C 0.84 0.60 2.67 -0.399
C 0.35 0.84 -2.72 -0.111
C 0.02 -1.35 -2.01 -0.181
C -0.97 1.25 -2.45 -0.065
C -1.83 0.21 -2.01 -0.036
H -0.80 -0.36 2.92 0.192
H 1.91 -0.67 -2.56 0.112
H 1.10 1.79 -2.84 0.154
H 2.99 1.19 1.97 0.121
H 0.15 -0.73 -0.76 -0.003
H -1.32 2.30 -2.73 0.130
H -2.04 -1.66 -1.27 0.113
H -2.86 0.54 -1.68 0.131
H 0.46 -2.34 -1.68 0.164
H 2.53 0.00 -0.28 0.180


27
Properties=species:S:1:pos:R:3:lowdin_charge:R:1 method="wB97M-V/def2-TZVPD" homo_lumo_gap_ev=9.30 homo_energy_ev=-9.108 e_lumo_ha=0.007 total_charge=0 multiplicity=1 smiles="CSc1nc(C)cc(-n2ccc(=O)[nH]c2=O)n1" e_above_lowest_ev=1.3035
S -0.27 1.15 -3.35 0.895
O 1.92 -4.95 1.68 0.028
O -1.06 -1.75 2.05 0.149
N 0.31 -3.42 1.81 0.244
N 0.85 -1.25 0.90 0.074
N -0.36 2.24 -1.03 0.106
N 0.23 -0.05 -1.00 0.161
C 2.33 -3.03 0.44 0.020
C 0.39 -0.05 0.31 -0.314
C -0.96 3.36 0.98 -0.013
C 1.51 -3.80 1.37 -0.420
C -0.31 2.16 0.36 -0.238
C -0.03 -2.10 1.63 -0.447
C 0.16 1.05 1.02 0.040
C 2.03 -1.78 0.39 -0.061
C -2.01 1.78 -3.39 -0.361
C -0.06 1.16 -1.65 -0.717
H -2.07 2.82 -3.32 -0.008
H -0.21 4.07 1.22 0.075
H 2.49 -1.12 -0.37 0.147
H -0.18 -3.86 2.46 0.122
H -1.41 3.02 1.93 0.093
H -1.73 3.73 0.38 0.060
H 3.24 -3.35 0.00 0.116
H 0.25 1.02 2.10 0.135
H -2.66 1.42 -2.52 0.072
H -2.38 1.53 -4.41 0.042